# 1
{
  "formula": "C3H11N2O",
  "method": "the ωB97M-V functional and the def2-TZVPD basis",
  "species": ["C", "C", "C", "N", "N", "O", "H", "H", "H", "H", "H", "H", "H", "H", "H", "H", "H"],
  "coordinates": [[0.25398, -1.66306, -0.95991], [2.04211, 1.46484, -0.11461], [-0.27705, -0.50528, -0.21079], [-1.78155, 1.21273, 0.11916], [-0.50444, -0.67463, 1.25744], [-1.32746, 0.17919, -0.76295], [0.37061, -1.40057, -2.00640], [1.22325, -1.95303, -0.56336], [-0.41012, -2.53358, -0.90525], [2.68734, 0.63918, -0.32658], [1.75775, 2.10938, -0.91946], [1.88579, 1.77529, 0.89670], [-1.36435, 2.09247, -0.19990], [-2.78798, 1.26690, -0.03874], [-1.05571, -1.51802, 1.49758], [-1.07743, 0.19658, 1.44259], [0.36525, -0.68840, 1.79448]],
  "forces_ev_per_angstrom": [[-0.19, 0.03, -0.04], [-0.53, -0.46, -0.05], [0.17, 0.61, 0.31], [0.01, 0.13, 0.06], [-0.30, -0.04, -0.23], [0.17, -0.22, 0.12], [0.03, 0.06, -0.08], [0.09, 0.00, 0.02], [-0.09, 0.02, 0.02], [0.27, -0.25, -0.02], [-0.12, 0.22, -0.23], [0.02, 0.16, 0.35], [-0.02, -0.32, -0.10], [0.21, -0.09, -0.10], [0.17, 0.29, -0.12], [0.21, -0.26, 0.24], [-0.12, 0.11, -0.15]],
  "mulliken_charge": [-1.197, -0.948, 0.292, -0.505, -0.224, -0.215, 0.351, 0.369, 0.376, 0.336, 0.327, 0.346, 0.257, 0.255, 0.325, 0.479, 0.377],
  "total_charge": 1,
  "e_lumo_ev": [-4.149, -3.552],
  "total_energy_ha": -305.221810,
  "gap_ev": [8.5, 9.3],
  "relative_energy_kcal_mol": 144.9
}



# 2
{
  "formula": "C18H18N3Rh",
  "method": "the ωB97M-V functional and the def2-TZVPD basis",
  "species": ["C", "C", "H", "H", "H", "H", "Rh", "C", "C", "C", "C", "H", "H", "H", "C", "H", "H", "C", "C", "C", "C", "C", "C", "N", "N", "C", "C", "C", "C", "C", "N", "H", "H", "H", "H", "H", "H", "H", "H", "H"],
  "coordinates": [[-1.78250, -1.09988, -2.58064], [-2.03720, 0.25070, -2.77227], [-2.54918, -1.69843, -2.09025], [-1.15511, -1.71152, -3.21114], [-1.55655, 0.91240, -3.48629], [-3.01097, 0.59560, -2.43525], [-0.00088, -0.36081, -1.44627], [1.48931, -1.33837, -2.33710], [0.84779, -0.45954, -3.25515], [1.66303, 0.83278, -1.53074], [2.00861, -0.53248, -1.26813], [0.31899, -0.76937, -4.15291], [0.49748, 1.75063, -3.20443], [1.93653, 1.69570, -0.93034], [0.92826, 0.87222, -2.75533], [2.65286, -0.89517, -0.47088], [1.55953, -2.42932, -2.39214], [3.14131, -1.36460, 3.80733], [2.12320, -2.31537, 3.64909], [1.13407, -2.13616, 2.69305], [1.16063, -0.99577, 1.86872], [2.22020, -0.06976, 1.98604], [3.17464, -0.23891, 2.97642], [0.10041, -0.72262, 1.00934], [-1.08622, -0.59225, 1.54899], [-1.78623, 0.47539, 1.00259], [-2.91640, 1.04218, 1.62450], [-3.45267, 2.20104, 1.08881], [-2.85548, 2.77829, -0.04144], [-1.77744, 2.14417, -0.64019], [-1.29101, 1.00200, -0.14508], [3.90301, -1.50422, 4.57943], [2.07481, -3.19524, 4.28673], [0.29922, -2.82924, 2.56186], [2.21832, 0.80627, 1.33952], [3.94575, 0.51123, 3.12292], [-3.26133, 0.51482, 2.50702], [-4.33762, 2.66232, 1.53319], [-3.22016, 3.70182, -0.48089], [-1.32106, 2.50946, -1.55872]],
  "forces_ev_per_angstrom": [[-1.06, 0.17, -0.76], [-0.15, -1.85, -0.52], [0.21, 0.28, 0.34], [-0.08, 0.12, -0.20], [0.11, -0.38, 0.01], [0.41, 0.28, 0.59], [-7.02, 0.62, 3.63], [2.45, -1.37, -0.65], [0.71, -0.56, -1.12], [1.10, 1.07, -0.95], [1.66, -0.78, -0.50], [0.19, 0.16, 0.21], [0.17, 0.06, -0.11], [-0.21, -0.22, -0.07], [1.91, 1.61, -0.50], [-0.37, 0.08, -0.12], [0.10, 0.58, -0.21], [0.11, -0.35, 0.34], [-1.03, -0.51, -0.48], [-0.03, -0.83, 0.93], [-0.71, 0.78, -0.43], [0.99, 0.52, 0.37], [-0.33, 0.73, -1.01], [1.66, -0.95, 0.36], [-1.56, 1.23, -0.57], [0.26, 0.07, 0.17], [0.33, -0.59, 0.07], [-0.17, 0.05, -0.08], [-0.19, 0.20, 0.22], [0.01, -0.75, 0.59], [0.52, 0.31, 0.09], [-0.27, 0.07, -0.28], [0.11, 0.20, -0.10], [0.38, 0.11, 0.21], [0.06, -0.16, 0.25], [-0.10, -0.09, -0.09], [-0.32, 0.39, -0.01], [0.35, -0.16, -0.08], [-0.06, -0.13, 0.20], [-0.12, -0.02, 0.26]],
  "mulliken_charge": [-0.767, -0.180, 0.329, 0.233, 0.294, 0.396, 0.153, -0.695, -0.783, 0.041, -0.450, 0.564, 0.559, 0.427, -0.584, 0.689, 0.398, -0.368, -0.600, -0.248, 0.188, 0.232, -0.724, 0.606, -0.689, 0.477, -0.594, -0.312, -0.856, -0.257, 0.480, 0.434, 0.434, 0.470, 0.410, 0.440, 0.517, 0.440, 0.456, 0.440],
  "multiplicity": 5,
  "total_charge": 2,
  "e_lumo_ev": [-6.587, -10.704],
  "total_energy_ha": -970.667642,
  "gap_ev": [6.9, 5.1]
}



# 3
{
  "formula": "C7H9N3",
  "method": "the ωB97M-V functional and the def2-TZVPD basis",
  "species": ["C", "C", "C", "C", "C", "C", "C", "N", "N", "N", "H", "H", "H", "H", "H", "H", "H", "H", "H"],
  "coordinates": [[1.18385, 1.33040, 1.43371], [0.98044, 0.01477, 1.70230], [0.54964, 1.93448, 0.29026], [-0.18616, 1.27681, -0.62671], [-1.56010, -0.87263, -0.65032], [-0.01429, -0.65831, 0.88965], [0.68739, -0.64446, -1.45241], [-0.86644, -1.54569, 1.31969], [-1.81517, -1.64923, 0.37006], [-0.34440, -0.11116, -0.49762], [1.90046, 1.98462, 2.06371], [1.30808, -0.38345, 2.63390], [0.68588, 2.95792, 0.05375], [-0.46973, 1.68960, -1.53460], [-2.30619, -0.73459, -1.35791], [0.76677, -1.71438, -1.66356], [0.49224, -0.15320, -2.42297], [1.77828, -0.58011, -0.97080], [-2.77056, -2.14139, 0.41985]],
  "forces_ev_per_angstrom": [[1.40, 0.46, 0.81], [-0.66, 0.80, -0.84], [-0.87, -0.72, -1.23], [0.93, 2.59, 2.29], [-1.29, -0.38, 1.26], [0.28, 0.28, 2.05], [3.97, -1.32, -1.27], [1.28, 0.32, 0.58], [-0.50, 1.56, -2.93], [-0.82, -4.48, 2.73], [-1.47, -1.28, -0.94], [0.26, -0.79, 0.32], [0.30, 0.93, 0.06], [-0.75, 0.65, -1.52], [-0.81, 0.41, -1.89], [-1.34, -0.32, 0.44], [0.60, -0.02, 0.63], [-2.40, 1.05, -1.06], [1.90, 0.25, 0.52]],
  "mulliken_charge": [-0.081, -0.980, -0.474, -0.268, -0.217, 0.768, -0.762, -0.517, 0.225, 0.338, 0.407, 0.501, 0.460, 0.558, 0.517, 0.423, 0.404, 0.344, 0.355],
  "total_charge": 2,
  "e_lumo_ev": [-10.989, -10.989],
  "total_energy_ha": -435.562316,
  "gap_ev": [7.4, 7.4],
  "smiles": "C[N@+]12C=CC=CC1=N[NH+]=C2",
  "relative_energy_kcal_mol": 64.1
}



# 4
{
  "formula": "C16H22N2O2",
  "method": "the ωB97M-V functional and the def2-TZVPD basis",
  "species": ["C", "H", "O", "C", "C", "C", "C", "C", "C", "H", "H", "H", "N", "C", "O", "N", "H", "C", "H", "H", "C", "C", "C", "C", "C", "C", "C", "H", "H", "H", "H", "H", "H", "H", "H", "H", "H", "H", "H", "H", "H", "H"],
  "coordinates": [[-2.06435, 2.78320, 4.39564], [-2.41663, 3.56760, 5.06379], [-2.88039, 2.85926, 3.25470], [-2.67190, 1.97299, 2.23861], [-1.69111, 0.99298, 2.23499], [-1.56188, 0.13052, 1.14487], [-2.41352, 0.25567, 0.05523], [-3.38775, 1.23931, 0.06864], [-3.52536, 2.09453, 1.14133], [-4.28125, 2.86254, 1.16015], [-4.05005, 1.33690, -0.77807], [-2.31355, -0.41514, -0.77985], [-0.53267, -0.81154, 1.19596], [-0.25761, -1.82575, 0.30073], [-0.94662, -2.11017, -0.65105], [0.87284, -2.52878, 0.63867], [1.48409, -2.14227, 1.34270], [1.52981, -3.34081, -0.36120], [0.75956, -3.61365, -1.08409], [1.91847, -4.24630, 0.11457], [2.66428, -2.57619, -1.06476], [2.15682, -1.27025, -1.62783], [1.36706, -1.24158, -2.69197], [0.73237, -0.00448, -3.24237], [0.81120, 1.15006, -2.24889], [2.22543, 1.23797, -1.68828], [2.53636, -0.01922, -0.88149], [3.60277, -0.05123, -0.63592], [1.98675, 0.01884, 0.06595], [2.33422, 2.12154, -1.05547], [2.93486, 1.32432, -2.51420], [0.53405, 2.08656, -2.73653], [0.10712, 0.97394, -1.43279], [-0.31048, -0.22208, -3.48357], [1.23179, 0.27050, -4.17836], [1.13083, -2.16107, -3.20991], [3.47086, -2.38947, -0.35110], [3.05685, -3.20939, -1.86227], [0.04459, -0.75831, 2.02332], [-1.01587, 0.87979, 3.07093], [-1.01173, 2.96469, 4.15235], [-2.16025, 1.81397, 4.89684]],
  "forces_ev_per_angstrom": [[0.14, -0.02, 0.18], [0.06, -0.07, -0.01], [-0.14, -0.09, -0.34], [-0.08, -0.01, -0.16], [0.04, 0.10, 0.25], [-0.30, 0.14, -0.29], [0.11, -0.24, -0.15], [0.03, 0.15, 0.25], [-0.04, 0.12, 0.13], [-0.10, 0.10, 0.00], [-0.06, 0.01, -0.08], [0.00, -0.02, -0.03], [0.22, 0.08, 0.37], [0.10, -0.08, 0.39], [-0.27, 0.05, -0.32], [0.21, -0.05, 0.24], [-0.12, 0.06, -0.06], [0.24, -0.14, -0.15], [0.12, -0.07, 0.07], [-0.08, 0.00, -0.10], [-0.40, -0.16, 0.00], [0.22, -0.05, 0.09], [0.11, 0.07, -0.11], [-0.10, 0.14, 0.12], [0.17, 0.03, -0.22], [-0.16, 0.01, 0.24], [0.02, 0.21, -0.24], [-0.03, -0.05, 0.06], [0.06, -0.01, 0.10], [0.06, 0.02, -0.05], [0.06, 0.04, -0.03], [-0.07, 0.00, 0.04], [-0.08, 0.03, 0.06], [-0.01, 0.01, -0.08], [-0.08, 0.02, -0.05], [0.01, -0.23, -0.01], [0.07, -0.03, -0.03], [0.11, -0.03, 0.02], [-0.07, -0.05, -0.20], [0.04, 0.02, 0.10], [-0.04, -0.02, 0.01], [0.02, 0.03, -0.03]],
  "mulliken_charge": [-0.802, 0.236, -0.428, 0.485, -0.054, 0.069, -0.574, -0.679, -0.721, 0.435, 0.382, 0.534, -0.009, 0.529, -0.644, -0.211, 0.245, -0.830, 0.391, 0.391, -1.374, 0.986, -0.426, -0.847, -0.258, -1.019, -0.475, 0.383, 0.200, 0.390, 0.349, 0.365, -0.079, 0.371, 0.369, 0.357, 0.342, 0.402, 0.206, 0.373, 0.318, 0.320],
  "total_charge": 0,
  "e_lumo_ev": 0.525,
  "total_energy_ha": -882.891918,
  "gap_ev": 8.6,
  "smiles": "COc1cccc(NC(=O)NCCC2=CCCCC2)c1",
  "relative_energy_kcal_mol": 33.8
}



# 5
{
  "formula": "C32H22FINO2PRe",
  "method": "the ωB97M-V functional and the def2-TZVPD basis",
  "species": ["Re", "I", "C", "C", "C", "C", "C", "C", "C", "C", "C", "P", "C", "C", "C", "C", "C", "C", "C", "C", "C", "C", "C", "C", "C", "H", "H", "H", "H", "H", "H", "H", "H", "H", "H", "H", "H", "H", "H", "H", "H", "O", "C", "O", "C", "C", "C", "C", "C", "C", "C", "C", "C", "N", "H", "H", "H", "H", "H", "H", "F"],
  "coordinates": [[-0.04988, -1.08861, 0.37928], [1.96102, -0.56111, -1.50802], [3.00372, 1.07879, -0.55392], [4.36292, 0.91889, -0.45782], [5.15952, 1.99519, -0.05172], [4.58632, 3.21649, 0.17348], [3.18772, 3.39169, 0.08838], [2.62312, 4.67199, 0.27258], [1.26772, 4.86359, 0.23628], [0.43562, 3.75349, 0.11058], [0.93892, 2.47959, -0.09702], [-0.41438, 1.25569, -0.08542], [-1.39228, 1.70889, 1.36858], [-2.58488, 2.42709, 1.30868], [-3.24298, 2.73589, 2.48648], [-2.73288, 2.31489, 3.70838], [-1.54548, 1.59779, 3.76748], [-0.87228, 1.28929, 2.60168], [-1.31368, 1.52519, -1.62092], [-0.72358, 2.18549, -2.70172], [-1.46808, 2.41759, -3.84322], [-2.78668, 1.98819, -3.91812], [-3.36098, 1.29699, -2.85892], [-2.62468, 1.05159, -1.71602], [2.33672, 2.27229, -0.20212], [4.81952, -0.02281, -0.72022], [6.22652, 1.85749, 0.02478], [5.19702, 4.07019, 0.42428], [3.28472, 5.50699, 0.44198], [0.83762, 5.84849, 0.34058], [-0.63488, 3.89159, 0.17758], [-2.99368, 2.73999, 0.35738], [-4.15998, 3.30209, 2.45038], [-3.26518, 2.54519, 4.61758], [-1.15228, 1.27989, 4.72108], [0.06082, 0.73109, 2.64268], [0.29842, 2.53259, -2.64432], [-1.02308, 2.93869, -4.67652], [-3.36358, 2.18659, -4.80732], [-4.37968, 0.94909, -2.92372], [-3.06528, 0.49609, -0.89842], [-3.81708, -2.26111, -0.08142], [-2.63888, -2.24901, 0.11838], [-1.91698, -1.15371, 0.28688], [-1.77128, -3.48591, 0.13518], [-2.33958, -4.75291, -0.00062], [-1.50038, -5.84371, -0.04812], [-0.10938, -5.65511, 0.03978], [0.81362, -6.72511, 0.01818], [2.15872, -6.50071, 0.14298], [2.64402, -5.18811, 0.25648], [1.78452, -4.12061, 0.25928], [0.39242, -4.31951, 0.18018], [-0.46368, -3.27121, 0.22468], [-3.41338, -4.83211, -0.05792], [-1.90558, -6.84241, -0.13372], [0.43152, -7.72651, -0.09772], [2.85542, -7.32511, 0.16908], [3.70772, -5.01561, 0.33698], [2.16542, -3.11391, 0.34178], [1.48492, -1.25761, 1.49498]],
  "forces_ev_per_angstrom": [[4.21, -1.14, -0.45], [-0.37, 0.33, 0.57], [0.05, -0.30, -0.01], [-0.62, -0.43, -0.26], [0.07, 0.40, 0.04], [0.08, -0.32, -0.08], [-0.16, -0.30, -0.07], [-0.30, 0.01, 0.03], [0.36, 0.10, 0.03], [0.08, -0.41, -0.14], [-0.39, 0.04, 0.00], [-0.23, 0.59, 0.80], [-0.13, 0.09, -0.18], [0.29, -0.13, 0.02], [-0.04, -0.06, 0.16], [0.00, 0.06, -0.14], [-0.08, -0.02, 0.10], [-0.10, 0.02, -0.40], [-0.03, -0.34, 0.13], [-0.03, -0.02, 0.20], [-0.04, -0.04, -0.06], [0.04, -0.05, 0.10], [0.02, 0.05, -0.16], [-0.01, -0.06, 0.08], [-0.07, 0.27, 0.06], [0.11, -0.08, -0.01], [0.08, 0.00, 0.02], [0.08, 0.08, 0.01], [0.12, 0.09, 0.02], [0.02, 0.04, 0.06], [-0.02, 0.08, 0.03], [0.00, 0.04, -0.02], [-0.12, 0.04, 0.02], [-0.04, 0.05, 0.10], [0.03, -0.03, 0.07], [0.05, 0.10, 0.08], [0.04, 0.07, 0.02], [0.05, 0.05, -0.07], [-0.07, 0.02, -0.10], [-0.11, -0.03, -0.02], [-0.08, 0.13, -0.03], [0.88, 0.39, 0.25], [-1.29, -2.63, -0.43], [0.36, 2.41, 0.11], [-0.26, -0.42, -0.10], [0.21, 0.06, 0.05], [-0.07, 0.30, 0.12], [0.11, 0.53, 0.07], [0.25, -0.03, 0.01], [-0.37, -0.20, 0.02], [-0.18, 0.40, -0.04], [0.18, 0.02, 0.05], [0.42, -0.84, -0.15], [-0.85, 0.90, 0.16], [-0.07, -0.04, -0.04], [0.01, -0.06, -0.06], [-0.04, -0.16, 0.04], [-0.02, -0.08, -0.08], [0.03, 0.00, 0.01], [0.07, -0.06, 0.08], [-2.06, 0.51, -0.61]],
  "mulliken_charge": [0.643, 0.175, 0.282, -0.578, -0.901, -0.896, 0.820, -0.703, -1.262, -0.211, 0.838, 1.141, 0.970, -0.244, -0.795, -0.604, -0.782, -0.946, 0.998, -0.769, -0.743, -0.635, -1.022, -0.427, 0.651, 0.464, 0.421, 0.451, 0.450, 0.467, 0.467, 0.528, 0.469, 0.437, 0.479, 0.406, 0.404, 0.461, 0.432, 0.480, 0.561, -0.507, 0.406, -0.398, 0.822, -0.900, -0.515, 0.979, -0.832, -0.672, -0.766, -0.680, 0.742, -0.264, 0.540, 0.515, 0.444, 0.422, 0.450, 0.343, -0.506],
  "multiplicity": 2,
  "total_charge": 2,
  "e_lumo_ev": [-8.842, -8.439],
  "total_energy_ha": -2254.523259,
  "gap_ev": [5.3, 5.7],
  "relative_energy_kcal_mol": 24.5
}



# 6
{
  "formula": "C3H9NS2",
  "method": "the ωB97M-V functional and the def2-TZVPD basis",
  "species": ["N", "C", "C", "S", "S", "C", "H", "H", "H", "H", "H", "H", "H", "H", "H"],
  "coordinates": [[-1.40998, -2.39557, -0.40850], [-0.91015, -1.47338, 0.59206], [0.45294, -0.96539, 0.14273], [1.12703, 0.17934, 1.41713], [0.26563, 1.91446, 0.63323], [0.96848, 3.21027, -0.56772], [-2.28794, -2.84414, -0.19781], [-0.72260, -3.04107, -0.76568], [-0.81978, -1.92902, 1.59156], [-1.58724, -0.61753, 0.68716], [0.30200, -0.55972, -0.85547], [1.26698, -1.69710, 0.05043], [1.61136, 2.86679, -1.38080], [1.74718, 3.77504, -0.04645], [-0.00388, 3.57705, -0.89187]],
  "forces_ev_per_angstrom": [[-0.24, 0.35, -0.53], [0.37, -0.73, 0.30], [0.30, -0.24, 0.51], [0.02, 1.07, -1.87], [-0.89, 0.62, 0.41], [1.92, -1.94, 0.70], [0.16, -0.06, 0.10], [-0.08, -0.14, 0.25], [0.01, 0.12, -0.07], [0.11, -0.07, -0.08], [0.39, 0.64, 0.17], [-0.60, -0.45, 0.08], [-0.81, -0.66, -0.44], [-1.14, 0.84, 0.36], [0.48, 0.66, 0.10]],
  "mulliken_charge": [-0.538, -0.241, -0.773, -0.097, -0.103, -0.755, 0.192, 0.185, 0.287, 0.245, 0.382, 0.384, 0.297, 0.275, 0.262],
  "total_charge": 0,
  "e_lumo_ev": 0.503,
  "total_energy_ha": -970.787248,
  "gap_ev": 9.3,
  "smiles": "CSSCCN",
  "relative_energy_kcal_mol": 27.9
}